91
Properties=species:S:1:pos:R:3:forces:R:3 method="wB97M-V/def2-TZVPD" homo_ha=-0.3269 fmax_ev_per_a=3.369 orbital_gap_ev=5.22 de_lowest_ev=0.452 charge=+1
La -0.7826 0.4836 -0.3187 0.73 0.66 0.28
N -0.2203 -3.5992 -1.1533 -0.85 1.79 1.39
C -1.0597 -2.5249 -0.8768 1.50 -1.39 0.74
S -2.0232 -1.6485 -2.1380 0.24 -0.63 -0.22
N -1.1117 -2.2017 0.3820 -1.63 0.24 0.40
N -2.0684 -1.1918 0.6634 -1.70 -0.03 1.61
C -2.9623 -1.2212 1.6662 2.47 -1.65 -1.48
C -3.7003 -0.0732 2.0298 0.31 2.63 0.03
C -4.7857 -0.1688 2.9534 1.00 -0.90 -1.51
C -5.4712 0.9299 3.3372 -0.52 0.47 1.16
C -5.0197 2.2361 3.0943 -0.11 0.02 -0.83
C -3.9408 2.4089 2.2320 0.33 0.07 0.10
C -3.2997 1.3085 1.6018 -1.21 -0.93 0.47
O -2.4367 1.6022 0.6403 -0.36 -0.61 0.69
H -0.1309 -3.8798 -2.0703 0.38 -0.62 -2.18
H 0.5033 -3.8995 -0.4958 -0.77 0.37 -0.14
H -3.0414 -2.1708 2.2592 -0.18 0.86 -0.60
H -5.1269 -1.1714 3.2197 0.11 0.30 0.10
H -6.3376 0.7626 3.9519 -0.24 0.20 0.19
H -5.6270 3.0712 3.5001 0.83 -0.49 -0.30
H -3.4848 3.3824 1.9799 -0.64 -0.46 0.20
C -0.4399 -2.3224 3.9936 -1.99 1.40 0.32
Ge 0.4747 -0.6510 4.5432 -0.78 0.94 -0.13
C 2.0971 -1.0298 5.6695 -0.85 -0.99 -0.76
C -0.7410 0.5770 5.6365 0.38 -0.46 -0.38
Ge 0.6424 0.6496 2.4105 1.68 -0.96 0.63
C 2.6517 0.2325 2.1110 -0.40 1.68 -1.49
C 3.4072 1.3720 1.7166 0.60 -0.66 0.57
C 4.8143 1.2736 1.6026 -1.20 1.06 -0.18
C 5.4356 0.0658 1.6669 0.89 -2.29 0.41
C 4.6646 -1.1354 1.8422 -0.28 3.29 -0.24
C 3.2978 -1.0051 2.0711 0.30 -0.46 0.09
C 0.9415 2.4059 3.2451 -0.81 0.07 -0.33
C 0.1166 3.4776 2.9150 -1.14 0.37 -0.74
C 0.2280 4.7546 3.4511 0.43 -0.88 0.67
C 1.1848 4.9071 4.4660 -0.76 1.59 -0.35
C 2.0023 3.8900 4.8305 1.76 -1.99 -0.64
C 1.8973 2.6247 4.1998 0.35 1.64 0.61
H -0.7328 -2.1358 2.9481 0.31 -0.47 0.33
H -1.3963 -2.4585 4.5625 0.73 0.12 -0.29
H 0.1162 -3.2049 4.1157 0.88 -1.15 -0.06
H 1.7732 -0.9430 6.7280 0.57 0.00 -0.65
H 2.9217 -0.3966 5.3648 0.09 0.27 0.37
H 2.3932 -2.0788 5.4112 -0.22 0.78 0.50
H -0.9278 1.5791 5.2319 0.30 -0.31 -0.31
H -0.1404 0.7303 6.5392 -0.64 -0.12 0.27
H -1.7345 0.1254 5.7869 0.49 -0.01 0.42
H 2.9494 2.3718 1.6003 0.18 -0.71 0.24
H 5.4010 2.1806 1.4701 -0.07 -0.13 -0.08
H 6.5525 0.0219 1.6387 -1.12 -0.10 -0.16
H 5.1044 -2.0745 1.7600 0.79 -1.46 0.11
H 2.7445 -1.9308 2.2292 -0.14 0.16 0.13
H -0.7056 3.3090 2.2005 0.42 0.04 0.09
H -0.4177 5.5498 3.0927 0.13 0.02 0.26
H 1.3470 5.8560 4.9551 -0.15 0.29 -0.12
H 2.9350 4.0614 5.3941 -0.93 0.05 0.26
H 2.6631 1.9109 4.3923 0.33 -0.66 0.29
C 2.7473 -4.3727 -5.0371 -3.29 0.47 0.58
C 2.9583 -3.3539 -4.1145 2.47 -0.97 -0.03
C 1.9611 -2.5036 -3.7009 -0.35 0.81 0.02
C 0.6944 -2.6245 -4.2748 -0.90 0.96 0.99
C 0.3244 -3.6937 -5.1293 1.38 0.77 1.12
C 1.3552 -4.5543 -5.4586 2.26 0.02 -0.95
Ge -0.5485 -1.1220 -3.9045 0.44 -1.13 0.25
C -1.4951 -0.7401 -5.4819 -0.35 -0.36 -0.58
C -2.6937 -1.4028 -5.7628 -0.80 0.13 -0.28
C -3.3131 -1.2775 -7.0097 1.32 1.50 0.06
C -2.6312 -0.4574 -7.9501 -1.25 -1.62 -0.29
C -1.3969 0.1084 -7.7006 -0.21 1.21 -0.96
C -0.8184 0.0087 -6.4649 0.01 0.02 0.89
C -0.0163 0.6222 -3.2018 -1.06 0.24 -1.35
C 1.2275 0.9759 -2.7768 2.23 1.18 1.61
C 1.4375 2.0902 -1.9033 -0.11 -0.47 -1.06
C 0.3665 2.9879 -1.6680 2.21 0.31 0.36
C -0.8441 2.7551 -2.2675 -1.62 -1.09 -1.76
C -1.0350 1.5867 -3.1154 0.01 1.95 1.25
H 3.5413 -5.0585 -5.2998 -0.17 0.09 -0.29
H 4.0065 -3.2426 -3.7421 -1.08 0.07 -0.14
H 2.2056 -1.6983 -2.9607 -0.33 -0.85 -0.82
H -0.6939 -3.8442 -5.4702 0.18 0.16 -0.20
H 1.1858 -5.2447 -6.2715 -0.16 -0.57 0.28
H -3.2550 -1.9547 -4.9990 0.53 0.11 -0.08
H -4.3171 -1.6657 -7.1563 0.32 -0.06 -0.30
H -3.0634 -0.3658 -8.9439 0.00 0.23 0.18
H -0.9644 0.7911 -8.4560 -0.15 -0.71 0.41
H 0.1074 0.5832 -6.2856 -0.46 -0.57 0.19
H 2.1154 0.4717 -3.1849 -0.41 -0.23 0.79
H 2.4521 2.2350 -1.4938 -0.72 0.22 -0.28
H 0.6406 3.9415 -1.1728 -0.71 -0.84 0.12
H -1.7116 3.4222 -2.1214 0.73 -0.19 -0.28
H -1.9230 1.6022 -3.7706 0.20 -0.67 0.80